102
Properties=species:S:1:pos:R:3:forces:R:3 method="wB97M-V/def2-TZVPD" total_charge=+1 fmax_ev_per_a=1.36 e_lumo_ha=-0.151 e_tot_ev=-164245.356 orbital_gap_ev=6.3
C 2.7009 -2.7158 1.7593 -0.5712 -0.0123 -0.4662
C 1.1539 -2.0875 3.7148 -0.3743 -0.0761 -0.4624
C -5.3974 -1.2936 2.1843 0.1542 -0.1023 0.1100
H 0.5720 -3.0292 1.9248 -0.0782 -0.2525 -0.0649
C -2.9398 0.9412 -3.2451 0.1546 -0.0629 -0.1147
C -3.5253 2.5078 7.1727 0.1411 -0.0249 -0.0420
C -3.9947 1.5184 6.3203 -0.2248 -0.0074 -0.0308
C -7.1344 -0.0539 0.4041 0.1006 -0.0024 0.0519
F -6.9343 -3.0593 2.3952 -0.0004 -0.0220 0.0038
O 2.1989 -1.1476 -4.3115 -0.3153 -0.1849 0.6883
H -0.1170 -0.7966 -2.6647 -0.0647 0.0658 -0.0578
F -4.1892 1.0833 -2.7660 -0.0359 0.0168 0.0290
C -2.1596 2.6892 7.3514 -0.0037 0.0603 0.0200
C 2.7788 -1.3903 -0.3237 0.5280 0.3946 -0.0067
C -1.7658 1.5899 2.2598 0.1952 -0.2053 0.1361
H -0.1935 2.0173 6.8115 0.0130 -0.0256 0.0064
C -2.3295 2.4348 0.0730 0.0182 -0.0551 -0.3135
C -2.9913 3.6454 2.0459 -0.0345 0.0359 -0.0092
C 0.4373 -2.6753 -7.6248 0.2984 0.0553 -0.0502
H 2.5703 -3.5971 1.1352 0.0786 -0.1886 -0.0906
H 7.7521 -0.4222 4.0148 0.1174 0.1750 0.1480
H -7.8133 0.4305 -0.2844 -0.0147 -0.0130 -0.0147
H 0.6228 0.5381 -4.6019 -0.1139 -0.0030 0.0070
H -2.4305 -0.5251 -1.7798 -0.0381 0.0233 -0.0042
H 4.5094 4.5588 -1.9922 -0.0542 0.2610 -0.0496
H 5.8210 -2.0416 2.4660 -0.0947 -0.3726 0.1419
H 5.2464 0.7186 3.4927 0.0264 0.4401 -0.2630
H 3.3176 -3.0225 2.5877 0.2287 0.1186 0.2052
C 5.1630 1.2270 -1.4733 0.0645 0.7461 -0.0131
H -4.2283 3.1386 7.6990 -0.0234 0.0028 -0.0065
H -3.4344 4.2669 0.0405 0.0043 -0.0012 -0.0281
H 1.7844 -2.7841 4.2512 0.2613 0.1679 0.2868
C 5.1349 -1.2076 2.6049 0.4963 0.8071 -0.6477
C -2.3897 2.6827 2.8444 -0.0334 0.0702 -0.1269
C -3.0799 0.7206 5.6659 0.0447 0.1008 0.1456
H 3.4353 2.4120 -2.0101 -0.1258 0.0644 -0.1648
H -0.9338 2.1423 -5.6641 -0.0182 0.0052 -0.0223
Br 1.5106 -0.2555 4.2349 0.3956 -0.0617 0.1008
H 5.3631 0.8818 -2.4790 -0.2159 -0.2645 -0.2204
H -3.1012 -3.4360 -6.2791 -0.0032 -0.0181 0.0200
C -1.2579 1.8759 6.6785 -0.1002 0.0572 0.0197
F -1.1255 0.4195 0.3184 0.0884 -0.0559 0.0514
F 1.3379 -3.3683 -5.5531 0.0305 -0.1689 0.0161
N 6.7795 -0.4542 4.2906 -0.0620 -0.0673 -0.5404
C -0.6726 -2.4690 -8.4302 -0.1107 -0.0255 0.0791
O 4.2367 -1.8972 -3.3519 -0.2288 0.4571 0.3350
H 6.1179 1.4468 -1.0186 0.2028 -0.3498 0.3517
H -4.7397 -1.7903 2.8853 -0.0282 -0.0036 0.0185
H -2.4066 2.7805 3.9209 0.0011 -0.0251 0.0283
H -1.7999 3.4637 8.0148 0.0017 0.0006 0.0061
H 1.4381 -2.4641 -7.9777 -0.0005 -0.0242 0.0068
H 5.0447 -1.4121 -3.5397 0.3333 -0.2478 0.0902
C 1.2907 -2.2708 2.2153 0.0501 -0.3780 0.2756
C -2.1105 -3.2263 -6.6574 0.0472 0.0451 -0.0994
C -5.9248 0.5459 0.7266 0.0277 0.0677 -0.0447
C -6.6030 -1.8739 1.8460 0.0437 0.1578 -0.0763
Cl 1.3900 -2.1417 -0.9169 -0.2657 -0.3014 -0.3072
C 5.9530 -0.0218 3.1313 0.2756 -0.8901 0.9921
C -2.9629 3.5190 0.6633 0.0256 -0.0402 0.1408
H -5.6563 1.4975 0.2869 0.0087 -0.0013 -0.0065
H -0.5427 -2.0950 -9.4360 0.0233 0.0109 -0.0092
H 0.9837 -1.3793 1.6863 -0.1357 0.3074 0.0279
C -1.9449 -2.7417 -7.9471 -0.0210 0.0149 -0.0274
C -0.3818 0.6559 -4.2184 0.1087 0.0679 -0.0733
C -1.7430 1.4870 0.8853 -0.1210 0.2783 0.1083
B 3.1327 -1.0601 -3.3608 0.1068 -0.5528 -0.5136
C -2.0870 0.0452 -2.6326 -0.0530 -0.1767 0.1184
H 6.6225 -1.4355 4.4824 -0.1785 -0.0267 0.2482
H -2.8078 -2.5765 -8.5772 -0.0083 -0.0022 -0.0020
Cl 6.4709 4.0860 -0.8227 0.1983 -0.0111 -0.1802
H 6.6277 0.3686 2.3851 -0.1881 0.3364 -0.3077
N 4.5041 0.1836 -0.6684 0.5778 0.2350 -0.1623
H -5.0538 1.3650 6.1615 0.0103 -0.0257 -0.0079
C 4.3585 2.5239 -1.4490 -0.0055 -0.5644 0.0534
C -1.7201 0.8806 5.8310 0.0803 -0.1531 -0.0795
H 5.5468 3.5439 -2.9622 0.3264 -0.1019 -0.1175
F -3.5235 -0.2447 4.8331 0.0120 -0.0190 -0.0392
O 2.9495 -0.1116 -2.3225 0.4407 0.0831 0.3486
C 0.2437 -3.1605 -6.3515 -0.2816 0.0929 -0.1769
C -7.4788 -1.2761 0.9626 -0.1724 -0.0693 -0.0557
H 4.3790 -1.4266 3.3442 -0.1431 -0.3280 0.1700
H 0.1328 -2.2959 3.9969 -0.2377 0.1553 0.2185
H 2.1141 -2.0788 -4.5925 -0.0183 0.3443 -0.7122
H -8.4133 -1.7638 0.7195 0.0031 -0.0126 0.0317
C 3.3246 -1.6809 0.8892 0.2623 -0.1127 0.2734
C 4.4862 -0.9524 1.2634 0.3008 0.0444 1.0896
C 5.1586 3.6958 -1.9647 -0.4457 0.1708 0.3263
H -3.2472 2.3861 -4.7870 -0.0217 -0.0059 0.0250
C -5.0569 -0.0757 1.6141 -0.1233 0.0063 -0.0722
C -1.2564 1.5532 -4.8164 -0.0068 -0.0702 0.1115
C -0.7992 -0.0964 -3.1291 -0.0384 0.0951 -0.1034
N 5.0624 -0.0382 0.5296 -0.7207 -0.2058 -0.5706
H -4.1143 0.3907 1.8646 -0.0023 0.0129 0.0542
H -1.1105 -3.8283 -4.8420 0.0101 0.0126 -0.0064
H -2.2905 2.3216 -1.0031 0.0047 -0.0085 0.0482
H -1.0376 0.2338 5.2986 -0.0069 -0.0178 0.0169
H -1.2985 0.8162 2.8560 0.0000 0.0245 0.0458
C -2.5478 1.6980 -4.3313 -0.1064 0.1483 -0.0936
H 4.0986 2.6990 -0.4090 -0.1390 0.2162 0.1583
C -1.0056 -3.4436 -5.8480 0.0232 -0.0831 0.2864
H -3.4828 4.4947 2.5007 -0.0046 -0.0003 0.0075
C 3.4292 -0.4308 -1.1195 -0.5315 0.0290 -0.6249